Record 1
CH3IS as an isolated structure, computed with ωB97M-V with the def2-TZVPD basis set.

The LUMO energy (alpha / beta) comes out at -1.497 / -1.494 eV. Its strongest force on any atom is 0.0393 Eh/bohr. The gap between HOMO and LUMO (alpha / beta) comes out at 7.23 / 7.23 eV.

Structure (XYZ):
```
6
Properties=species:S:1:pos:R:3:forces:R:3:nbo_charge:R:1
I 1.49967 0.52544 2.05245 -0.9 -0.8 -1.4 -0.33
S -1.11284 0.77667 -0.52607 0.0 -0.3 0.0 0.18
C -0.10304 -0.51735 -0.03520 0.2 1.3 1.5 -0.45
H 0.60440 -0.92845 -0.72479 0.5 0.0 0.0 0.23
H -0.58776 -1.17072 0.67093 0.1 -0.2 0.0 0.23
H -0.30043 1.31442 -1.43731 0.1 0.0 -0.1 0.13
```
Positions in Å, forces in eV/Å.

Record 2
An isolated ion of composition CH3N and charge -1, computed with ωB97M-V with the def2-TZVPD basis set.

Its charge is -1. The LUMO energy (alpha / beta) comes out at 5.706 / 5.612 eV. As for the expectation value of S²: 0.75. Its strongest force on any atom is 0.1377 Eh/bohr. The gap between HOMO and LUMO (alpha / beta) comes out at 3.86 / 8.21 eV. As for the spin multiplicity: 2.

Structure (XYZ):
```
5
Properties=species:S:1:pos:R:3:forces:R:3:lowdin_spin:R:1
N -0.68024 0.64499 0.19700 -3.5 5.7 -2.3 0.40
C 0.10489 -0.35487 0.21767 3.5 -3.1 -1.7 0.43
H 0.22552 -1.09061 0.96509 -0.2 -0.6 1.2 0.09
H -0.50314 1.12954 -0.81806 -0.8 -1.1 3.1 0.01
H 0.85297 -0.32905 -0.56169 1.0 -0.9 -0.1 0.07
```
Positions in Å, forces in eV/Å.

Record 3
A 2-piece molecular cluster, CH3N2O overall, computed with ωB97M-V with the def2-TZVPD basis set.

Its charge is +1. The LUMO energy comes out at -6.512 eV. Its strongest force on any atom is 0.1147 Eh/bohr. The gap between HOMO and LUMO comes out at 10.23 eV.

Structure (XYZ):
```
7
Properties=species:S:1:pos:R:3:forces:R:3:nbo_charge:R:1
O 0.78605 0.99855 0.39393 -0.7 1.5 0.1 -0.63
N 0.26806 -0.88836 -0.75859 1.3 -3.0 -2.9 0.11
N 0.64817 -1.70769 -1.40570 -0.8 1.9 1.5 0.40
C -0.15650 0.08716 0.09626 -2.6 -0.6 5.3 0.03
H 0.40880 1.94866 0.46127 0.7 -2.2 -0.3 0.54
H -1.19755 0.34457 0.03639 -0.3 0.6 -1.5 0.30
H -0.75703 -0.78289 1.17644 2.4 1.8 -2.2 0.26
```
Positions in Å, forces in eV/Å.

Record 4
A 2-piece molecular cluster, CH3N2O overall, computed with ωB97M-V with the def2-TZVPD basis set.

Its charge is +1. The LUMO energy (alpha / beta) comes out at -8.577 / -7.746 eV. Its strongest force on any atom is 0.0793 Eh/bohr. The gap between HOMO and LUMO (alpha / beta) comes out at 9.30 / 9.52 eV.

Structure (XYZ):
```
7
Properties=species:S:1:pos:R:3:forces:R:3:nbo_charge:R:1
O 0.76048 -1.25475 0.39768 -0.5 1.5 -0.5 -0.51
N -1.07937 0.39203 0.14094 -0.1 0.0 -0.6 0.09
N -2.03499 -0.10463 0.14254 -3.8 -1.3 0.5 0.41
C 0.14400 0.74912 -0.04307 2.5 -1.7 2.7 -0.01
H 0.65617 1.12960 0.76980 0.8 1.0 1.6 0.28
H 0.98168 -1.66999 -0.46594 0.0 0.2 0.2 0.47
H 0.57202 0.75862 -0.94196 1.1 0.3 -3.9 0.27
```
Positions in Å, forces in eV/Å.